No. 1
72
Properties=species:S:1:pos:R:3 method="wB97M-V/def2-TZVPD" spin_multiplicity=1 gap_ha=0.3014 e_lumo_ev=-2.6 total_charge=+1 e_above_lowest_kcal_mol=0.00
O 0.4029 1.0626 7.9942
O 4.1883 -0.2952 -5.4720
O -0.0315 2.3824 -5.0908
O 2.4066 0.2972 2.8957
O -4.3974 -3.3939 -1.4061
O 0.4129 -3.0562 3.0183
N -1.0794 -0.9111 -1.7759
N -1.3174 1.0171 -0.4472
N 0.3053 0.6379 0.9839
N 0.3034 -0.3844 0.0911
C 0.3016 3.4800 7.7225
C 4.2946 -2.5013 -6.5118
C 2.2578 0.1948 4.3287
C -0.3884 -2.5583 4.0909
C -2.2165 -0.5717 -2.6293
C -5.1459 -2.9058 -0.2933
C 2.8006 1.4142 5.0392
C -1.3827 -1.5167 3.6124
C -6.1245 -1.8222 -0.7045
C 4.2920 -0.9983 -6.7127
C -2.9172 1.0113 -4.4139
C 2.3962 2.5160 -5.3450
C -0.0573 2.1184 7.1576
C 1.1415 1.6886 -5.5300
C -1.9432 0.5368 -3.6022
C -0.7106 -0.1419 -0.7661
C -0.6782 1.4465 0.6239
H 4.9461 -0.5402 -4.9322
H 1.0201 1.4139 -6.5825
H -1.9878 -1.1460 4.4402
H 1.1995 0.7725 -4.9423
H 2.6640 1.3178 6.1163
H 0.4180 1.9704 6.1893
H 0.9279 -1.1733 0.1164
H -5.5979 -0.9673 -1.1383
H 2.3363 3.4447 -5.9180
H -0.0117 1.1607 8.8569
H 0.2714 -2.1409 4.8580
H -0.9458 2.3511 1.1461
H -1.1410 2.0327 7.0211
H 3.3862 -2.8176 -5.9977
H -6.8115 -2.2000 -1.4612
H -0.8580 -0.6677 3.1611
H -0.9624 1.0065 -3.6385
H -0.0325 4.2825 7.0633
H -2.7371 1.0948 -5.4775
H 0.9015 -2.3082 2.6612
H 1.1912 0.0782 4.5211
H -3.1045 -0.3472 -2.0218
H 5.2016 -0.6816 -7.2315
H -4.4563 -2.5271 0.4707
H -3.8582 1.3454 -3.9837
H 1.3808 3.5622 7.8560
H -0.9092 -3.4109 4.5203
H -5.6732 -3.7625 0.1208
H -6.7034 -1.4704 0.1501
H 3.3450 0.3852 2.6984
H 2.7669 -0.7089 4.6692
H 4.3564 -3.0243 -7.4663
H 3.2736 1.9602 -5.6704
H 0.9306 0.7345 1.7820
H 3.8652 1.5451 4.8338
H -2.4642 -1.4687 -3.1915
H 5.1440 -2.8073 -5.8968
H 2.2919 2.3173 4.6980
H -0.5734 -1.7648 -1.9390
H -3.9146 -2.6531 -1.7814
H -0.1036 3.1875 -5.6126
H -2.0442 -1.9353 2.8526
H -0.1603 3.6242 8.7009
H 2.5224 2.7900 -4.2962
H 3.4351 -0.6928 -7.3113

No. 2
82
Properties=species:S:1:pos:R:3 method="wB97M-V/def2-TZVPD" spin_multiplicity=1 gap_ha=0.2898 e_lumo_ev=-3.8 total_charge=+1
Br -3.1448 0.5276 4.9846
P -1.6367 2.8786 2.5601
F 1.2367 1.6879 1.3138
O 3.0809 -5.2951 -4.0331
O 3.6270 -1.1169 2.6628
O 4.0592 1.5648 0.2845
O -5.8822 -1.1032 1.4266
O 0.1837 -2.0567 1.7992
O -2.8641 -3.5992 2.2790
O -6.6102 4.7597 0.8738
O 7.1334 3.7880 -2.3114
O 0.7423 -3.8287 -6.6662
O -2.8637 3.3585 3.5529
O 1.4711 -2.0453 -1.9857
O -4.8856 2.2608 1.3798
N -0.5233 0.3066 2.0106
N -1.7191 -2.3694 3.9875
N -1.9252 0.1544 3.6563
C 4.6701 2.7053 -0.3238
C 1.5627 -2.2506 -3.3990
C -0.6226 1.2992 -0.2414
C -0.5170 -1.0565 2.3506
C 2.6624 -6.6034 -3.6471
C -6.3012 5.4036 2.1013
C 0.3252 -5.1334 -6.2837
C 0.3172 0.7476 0.8865
C -2.3340 -3.0270 3.1334
C -6.2888 -2.4162 1.8171
C -5.2595 1.7109 0.1134
C 4.2726 -0.4126 3.7220
C -1.3539 1.0227 2.7677
C -0.1507 3.7703 3.2378
C 8.2919 2.9977 -2.5667
C -0.3605 0.5704 -1.5913
C -1.4300 -1.0975 3.3815
H 4.3637 2.7771 -1.3686
H 0.9019 -0.1020 0.4907
H 0.5987 -5.3167 -5.2421
H 5.7488 2.5912 -0.2750
H 3.7224 -0.5794 1.8672
H 4.1804 -0.9975 4.6343
H -1.6684 1.0768 0.0485
H 1.1108 -1.9189 2.0907
H -5.8515 -3.1587 1.1468
H -4.9229 -1.0669 1.4858
H 3.1346 -7.3467 -4.2930
H 4.3786 3.6127 0.2116
H 3.7931 0.5590 3.8640
H 0.7977 -5.8767 -6.9307
H 1.6986 -3.7949 -6.5647
H 0.7685 3.1834 3.0774
H -5.2875 5.8135 2.0673
H 8.8455 2.8311 -1.6392
H -5.0783 0.6384 0.1088
H 1.2192 -2.8857 -1.5921
H 8.9347 3.4978 -3.2945
H 0.5946 -2.5708 -3.7903
H -7.3723 -2.4720 1.7549
H 2.3180 -3.0063 -3.6150
H 7.4353 4.6292 -1.9564
H -3.7135 3.1954 3.1093
H -5.4325 1.8289 2.0476
H 4.0371 -5.2643 -3.9318
H -0.3051 3.8600 4.3281
H 1.5822 -6.6691 -3.7521
H -6.3845 4.6936 2.9311
H 3.1081 1.6854 0.2287
H -7.0092 6.2146 2.2539
H -5.9773 -2.6161 2.8454
H -0.8570 -0.4168 -1.5212
H 2.9365 -6.7877 -2.6056
H -4.6597 2.1809 -0.6639
H 5.3288 -0.2771 3.4841
H 0.7081 0.3938 -1.7830
H 7.9727 2.0394 -2.9701
H -5.9721 4.0468 0.7580
H 1.8473 -1.3107 -3.8680
H -0.0310 4.7445 2.7417
H -0.5613 2.3991 -0.2982
H -0.7557 -5.2001 -6.3889
H -0.8738 1.1298 -2.3899
H -6.3155 1.9097 -0.0754

No. 3
88
Properties=species:S:1:pos:R:3 method="wB97M-V/def2-TZVPD" spin_multiplicity=1 gap_ha=0.1996 e_lumo_ev=-10.1 total_charge=+3 e_above_lowest_kcal_mol=98.68
V -1.8451 -0.7086 -3.6232
S -4.7527 -0.4839 -1.3973
F -3.4619 1.6108 -0.3381
F -0.9890 0.4825 -0.0270
F -5.5459 1.5777 0.2630
F 0.3436 -1.2472 0.4103
F -0.5309 -0.8102 -1.6427
F 1.0630 0.4660 -0.8126
F -4.9919 2.1662 -1.7259
O -5.6574 -0.1377 3.8282
O -6.1415 -0.7850 -1.7468
O 4.7943 2.7190 -3.2460
O -2.5730 -0.7599 -5.0428
O 0.1360 0.1233 3.2514
O -3.8492 -0.4618 -2.6070
O 2.2735 -4.2552 0.3740
O -1.5314 0.8840 -3.3242
O -4.2641 -1.2559 -0.2329
N -2.5086 -0.9992 2.0022
N 2.1388 -2.2353 -1.7514
N 0.6126 2.2800 1.5211
N 1.9235 2.5145 -3.2516
C 1.8477 3.5270 3.3339
C 1.6249 -3.6898 -1.8596
C -4.8519 -0.7337 2.8244
C 2.9845 3.7374 -5.1726
C -4.6953 1.3849 -0.7787
C 1.9038 -4.4835 1.6661
C 1.1495 -4.2738 -0.5008
C -6.9891 -0.6676 3.8224
C 0.7917 1.2238 3.8573
C 6.0882 2.3432 -2.7675
C 0.7752 -1.1680 3.3226
C 2.8690 -4.3778 -2.3726
C -3.3287 1.1917 3.0193
C -3.3871 -0.3247 3.0938
C 2.8102 2.3655 -4.5185
C 1.4992 2.1089 2.8072
C 4.1261 1.7625 -4.0367
B -0.0382 -0.3244 -0.5337
H 1.3293 -5.4026 1.7815
H 3.4056 4.5263 -4.5493
H -3.9501 1.7384 2.3100
H -2.3926 -1.9993 2.0822
H 1.6710 -1.6917 -2.4626
H 1.4306 -3.6372 2.1641
H 4.7510 1.4841 -4.8853
H -2.3224 1.5978 2.9170
H 1.8578 -1.0449 3.2949
H 3.1364 -2.1808 -1.8993
H 0.6093 -1.6924 4.2637
H -4.9322 -1.8114 2.9666
H 0.9114 -3.5308 -2.6681
H -1.5482 -0.7573 2.2005
H 3.6917 -4.3478 -1.6582
H 0.3130 -3.6042 -0.3009
H 6.9450 2.8604 -3.1995
H 6.1046 2.5708 -1.7016
H 3.8914 0.8965 -3.4178
H 2.4986 2.9900 -2.5710
H 0.9232 2.8545 0.7507
H 0.4009 -1.7568 2.4851
H 2.1485 1.7190 -5.0950
H 1.1014 3.0257 -3.5396
H 2.8074 3.4694 3.8473
H 1.1921 3.8880 4.1264
H 3.6625 3.6966 -6.0251
H 2.4495 1.7497 2.4122
H -2.9724 -0.7354 4.0144
H 3.1918 -4.1182 -3.3808
H -0.1644 2.8558 1.8122
H -0.1194 1.6992 4.2205
H -2.7734 -0.7486 1.0603
H 0.3317 1.4048 1.1025
H -7.5028 -0.0357 4.5469
H 2.7046 -5.4504 -2.4756
H 1.3665 1.0376 4.7645
H 1.6146 1.6341 -2.8648
H 0.8393 -5.3183 -0.5317
H -6.9772 -1.7179 4.1136
H 1.8400 4.3089 2.5745
H 2.8065 -4.6757 2.2460
H -7.4595 -0.7363 2.8415
H 2.0788 4.0374 -5.6995
H 6.1851 1.2769 -2.9714
H -5.2394 -0.4992 1.8330
H -3.6781 1.6935 3.9216
H 2.0189 -1.8080 -0.8441

No. 4
75
Properties=species:S:1:pos:R:3 method="wB97M-V/def2-TZVPD" spin_multiplicity=4 gap_ha="0.3676 / 0.3786" e_lumo_ev="-2.1 / -2.0" total_charge=+1 s_squared=3.778 e_above_lowest_kcal_mol=9.24
Cr -1.8060 0.5992 0.0032
O -1.1537 -1.3732 -0.7721
O 0.1136 0.3934 1.2638
O 1.9193 2.7296 -2.8774
O -1.7516 -1.4242 3.8923
O -3.3634 -0.0934 -0.8841
O -2.2123 2.2530 0.6974
O 3.4448 -0.6497 -0.3256
N -2.5716 -0.6448 1.5154
N -1.4152 1.4024 -2.1026
C -3.4660 -0.2410 2.6788
C 1.0883 1.3929 1.7399
C 0.1259 -2.5344 -2.5609
C 3.5862 -0.8877 -1.7200
C 2.3506 2.5136 -4.2056
C 0.0234 -3.4907 -0.2414
C -2.6440 -0.3296 4.0149
C -1.6390 -2.2895 5.0474
C -4.5974 -1.2647 2.6955
C 0.8832 1.8461 -2.3808
C 3.7284 -2.2935 -2.0961
C -0.7520 3.7091 -1.6372
C -0.4631 2.4719 -2.5653
C 0.0405 -2.1713 -1.1207
C 4.5973 -0.0122 -2.4007
C 0.2903 2.6732 2.1839
C 1.9613 0.7913 2.8634
H 1.0250 1.6977 -1.3003
H -2.3815 1.4023 -2.4378
H -1.8581 -1.1839 2.1118
H -3.2291 -0.4352 4.9217
H 1.2786 0.4810 3.7214
H 4.2119 -0.8504 0.1838
H 4.7436 -2.6050 -1.9982
H -0.1288 4.5667 -1.9270
H 1.0333 3.3349 2.5630
H 0.9336 0.9264 -2.9260
H 1.7423 1.6370 0.8841
H 3.3244 2.9843 -4.1549
H 4.3737 1.0191 -2.1190
H 0.8766 -1.5302 -0.8187
H -3.0544 -1.3452 0.9049
H 4.5174 -0.1792 -3.4924
H 3.1735 -3.0091 -1.4828
H -4.2568 -2.2384 2.3910
H -0.5267 3.4881 -0.5810
H -4.9980 -1.2680 3.7061
H 3.3358 -2.2587 -3.1291
H -0.8700 -3.0296 4.9346
H -3.7697 0.7843 2.5858
H -1.3312 -1.6212 5.9212
H -1.9677 -1.6108 -1.2839
H 0.4703 -1.7376 -3.2162
H -0.6303 2.5666 -3.6703
H -2.6056 -2.7262 5.2308
H 5.6054 -0.3268 -2.1090
H -3.0069 2.4672 1.2285
H 0.6490 -4.2084 -0.8008
H 0.7350 -3.4090 -2.6947
H -5.4317 -1.0870 2.0098
H 2.4897 1.6924 3.2637
H 2.6201 -0.5586 -2.1396
H 0.3394 -3.3853 0.7703
H 2.4448 1.4349 -4.4231
H -3.8436 0.6032 -1.3157
H -2.0472 0.5927 4.0235
H 0.6187 -0.4336 1.2596
H 2.6721 0.0377 2.5329
H 1.6285 3.0544 -4.8742
H -0.9411 -3.8084 -0.2646
H -0.3706 3.0193 1.4381
H -1.8275 3.9288 -1.7326
H -0.2379 2.4076 3.0843
H -1.0148 0.5513 -2.5261
H -0.8311 -2.9080 -2.9582

No. 5
81
Properties=species:S:1:pos:R:3 method="wB97M-V/def2-TZVPD" spin_multiplicity=1 gap_ha=0.1530 e_lumo_ev=-6.9 total_charge=+1 e_above_lowest_kcal_mol=0.00
Sn 6.9800 6.2765 -18.6331
S 5.8736 7.7177 -22.3491
F 7.5917 6.2589 -23.7737
F 6.3666 7.6568 -24.9392
F 5.4968 5.8611 -24.1915
O 4.4358 7.7591 -22.3081
O 4.4908 4.7461 -19.1506
O 1.2688 7.2440 -26.3006
O 12.1825 8.7162 -23.1244
O 6.7627 11.6359 -22.3879
O 9.8534 6.4245 -19.3986
O 8.2115 4.0575 -20.4562
O 6.5429 7.0372 -21.2253
O 8.8530 7.6033 -29.1520
O 2.6590 8.9294 -20.7256
O 6.4768 9.0230 -22.4865
C 1.7114 7.9581 -20.3232
C 7.8163 3.8190 -21.8301
C 7.5491 2.3261 -21.9471
C 4.4458 3.8248 -20.2541
C 6.3995 6.8163 -23.9242
C 2.0584 7.2089 -19.0527
C 8.1939 11.9766 -24.3006
C 11.3238 8.8989 -24.2536
C 8.8398 6.6838 -28.0639
C 9.9220 8.5105 -23.8048
C 2.6258 6.8579 -26.2457
C 3.7112 4.3299 -21.4851
C 10.4471 7.3151 -20.3613
C 10.2311 6.6731 -27.4749
C 8.0867 11.9074 -22.7840
C 2.7024 5.3173 -26.1781
C 9.4544 8.4625 -20.5186
H 8.2308 1.7371 -21.3274
H 3.1834 7.0058 -27.1707
H 1.3764 7.2894 -21.1268
H 8.8278 11.2320 -22.3358
H 10.1916 5.9538 -26.6523
H 6.6186 10.6759 -22.4589
H 9.8728 9.4097 -20.8464
H 3.6695 3.5269 -22.2208
H 4.1991 5.2235 -21.8672
H 0.8262 6.8548 -25.5415
H 8.3757 12.8974 -22.4198
H 9.8299 7.5769 -23.2550
H 13.0959 8.7596 -23.4233
H 6.9965 4.5090 -22.0116
H 11.3271 9.9018 -24.6781
H 3.1068 7.3134 -25.3782
H 3.7235 4.9810 -25.9785
H 2.6705 4.5329 -21.2228
H 1.8299 7.8563 -18.2080
H 9.0474 8.6788 -19.5166
H 8.5889 8.1856 -21.1176
H 10.9521 6.3083 -28.2025
H 7.9079 11.0544 -24.8070
H 7.5974 12.8188 -24.6479
H 3.2632 8.4660 -21.3349
H 8.5711 5.6915 -28.4389
H 7.6993 1.8955 -22.9379
H 10.5459 5.8829 -19.0053
H 11.5233 8.1192 -24.9979
H 3.5963 4.6682 -18.7967
H 2.0895 4.9907 -25.3307
H 2.3686 4.8161 -27.0837
H 8.1368 6.9804 -27.2774
H 11.4216 7.6767 -20.0341
H 5.4865 3.5900 -20.4948
H 10.5980 6.8599 -21.3413
H 9.2300 12.1962 -24.5822
H 9.4115 8.4428 -24.7662
H 10.3800 7.7053 -27.1606
H 3.0624 6.7837 -19.1114
H 8.6150 4.0982 -22.5200
H 9.1026 3.7147 -20.3394
H 9.6681 9.3250 -23.1270
H 6.5605 2.0315 -21.5921
H 4.0767 2.8672 -19.8754
H 0.8153 8.5741 -20.1864
H 8.1873 7.3541 -29.7976
H 1.4179 6.3267 -18.9331

No. 6
86
Properties=species:S:1:pos:R:3 method="wB97M-V/def2-TZVPD" spin_multiplicity=1 gap_ha=0.2654 e_lumo_ev=-0.7 e_above_lowest_kcal_mol=777.06
O -15.0639 -8.2871 -19.0586
O -18.4763 -11.2825 -16.9637
O -17.8473 -6.6525 -17.8546
O -13.0706 -6.8916 -18.2640
O -17.5322 -9.8859 -15.3784
O -17.3933 -4.0257 -16.7577
O -15.9237 -4.3136 -15.7432
O -13.5503 -5.4021 -12.0724
O -14.2152 -5.2316 -17.2446
O -16.3411 -11.3769 -16.6028
O -16.1684 -8.5656 -15.5055
O -16.2972 -7.6724 -12.9339
O -17.2821 -9.0089 -13.7810
O -15.9584 -4.5092 -13.8677
O -13.2384 -3.6590 -13.4787
O -14.4676 -7.2528 -15.9442
O -15.0735 -9.9450 -20.6531
O -16.4385 -10.0249 -18.7609
O -14.7432 -6.0290 -19.3208
N -13.3846 -4.8720 -13.2247
N -15.6584 -7.4594 -15.6143
C -14.7467 -3.6055 -15.9489
C -15.5681 -7.6969 -17.8722
C -15.7156 -3.5237 -12.9090
C -16.9787 -11.2693 -19.1915
C -13.4790 -5.8304 -14.3699
C -15.5026 -9.4558 -19.5736
C -12.3478 -7.2334 -17.0915
C -16.6001 -6.3358 -15.3169
C -18.0024 -3.4964 -15.6152
C -13.9628 -5.9415 -18.2247
C -19.7738 -10.6074 -16.7408
C -15.0971 -10.8649 -16.1352
C -18.4598 -7.4931 -16.8935
C -15.8779 -5.2017 -19.4039
C -14.9130 -7.9405 -13.1769
C -18.5989 -8.5824 -14.0644
C -17.4893 -10.8115 -16.1821
H -20.5225 -11.0541 -17.3950
H -14.7896 -2.6539 -15.4191
H -18.6693 -2.6484 -15.7712
H -13.9302 -4.1742 -15.5039
H -16.8530 -8.3812 -13.2660
H -14.3000 -7.1621 -12.7227
H -14.6058 -7.9727 -14.2222
H -15.5994 -8.2947 -16.9613
H -17.2676 -3.1942 -14.8690
H -14.4559 -10.6993 -17.0010
H -17.5234 -6.7096 -14.8744
H -13.7307 -6.7852 -13.9082
H -16.6351 -5.5188 -20.1209
H -14.6013 -11.5766 -15.4751
H -16.1427 -11.9687 -19.1904
H -17.5266 -11.5748 -18.3001
H -15.0155 -3.9299 -12.1790
H -16.1018 -4.4710 -14.8130
H -16.4086 -5.2394 -18.4526
H -16.9310 -5.9330 -16.2742
H -16.6289 -3.3802 -12.3316
H -17.8318 -8.3728 -16.7529
H -15.4046 -2.5862 -13.3699
H -18.4495 -7.0201 -15.9115
H -20.1529 -10.7167 -15.7247
H -19.2577 -8.5841 -13.1960
H -17.0890 -9.6420 -14.4764
H -16.0672 -5.5734 -14.7486
H -18.9550 -9.3104 -14.7933
H -12.9798 -7.5607 -16.2659
H -14.1766 -5.5535 -15.1603
H -15.6006 -4.2014 -19.7366
H -14.9901 -6.8308 -17.5500
H -15.1406 -9.9240 -15.5868
H -19.4329 -7.9428 -17.0905
H -16.5564 -7.3194 -18.1347
H -14.6046 -3.4052 -17.0109
H -11.7532 -8.1288 -17.2732
H -18.6360 -4.2025 -15.0784
H -18.5500 -7.6169 -14.5680
H -18.3911 -5.9076 -18.1211
H -19.7128 -9.5409 -16.9576
H -16.4623 -4.0828 -16.5306
H -11.9216 -6.3789 -16.5659
H -14.7811 -8.9760 -12.8633
H -17.5927 -11.2107 -20.0902
H -16.5084 -5.1812 -13.4583
H -12.4487 -5.8115 -14.7251

| no. | DFT total energy (eV) |
| --- | --- |
| 1 | -36594.480 |
| 2 | -129468.417 |
| 3 | -98993.727 |
| 4 | -64135.943 |
| 5 | -65737.464 |
| 6 | -60247.081 |